32
Properties=species:S:1:pos:R:3:forces:R:3:nbo_charge:R:1 method="wB97M-V/def2-TZVPD" total_charge=0 total_energy_ha=-1019.78455 de_lowest_kcal_mol=210.14 gap_ev=9.88 lumo_energy_ev=0.630
C -1.9856 -1.4632 2.0305 2.0 -0.7 -4.4 -0.620
C -2.3696 -1.7623 0.5290 -4.6 0.8 0.9 -0.395
C -1.2886 -1.4162 -0.5546 -3.8 -9.5 0.1 -0.234
N -0.9338 -0.1548 -0.5790 -1.3 4.0 -1.8 -0.481
C -1.8100 0.6367 -1.1805 -2.7 4.8 3.6 0.669
O -3.0091 0.4670 -1.3722 1.2 -1.1 -1.4 -0.582
C -1.4027 2.1190 -0.8736 2.2 2.7 -9.8 -0.576
H -0.2798 2.3327 -1.4234 -2.6 -0.8 1.9 0.211
H -1.9791 2.8664 -1.8116 1.0 -2.4 3.1 0.237
Cl -1.4630 2.8965 0.5781 -0.6 0.8 2.6 0.062
C 0.3271 0.3180 -0.2445 -1.3 -8.4 -12.1 0.161
C 0.6797 0.7124 0.7968 11.2 2.0 7.7 -0.154
C 2.2365 0.7151 1.1202 -3.0 5.5 6.9 -0.383
C 3.1273 0.9467 0.0325 -3.0 -3.3 -3.8 -0.430
C 2.7581 -0.3824 -0.9742 1.0 1.2 4.9 -0.391
C 1.2691 -0.2834 -1.2446 2.0 -1.1 -4.6 -0.474
H 1.0598 -1.3547 -1.7744 -0.6 2.6 1.5 0.233
H 1.2543 0.4581 -2.0738 -0.5 -0.5 -0.2 0.209
H 3.5674 -0.3529 -1.7467 -1.4 -0.8 0.3 0.235
H 2.8299 -1.2151 -0.1115 0.6 1.2 -2.4 0.188
H 4.1090 0.8338 0.2029 3.5 0.2 0.9 0.215
H 2.8260 1.8550 -0.4444 0.3 0.6 -0.6 0.204
H 2.2766 1.9866 1.7770 -0.2 -3.2 -1.5 0.158
H 2.4898 0.2022 2.1345 -0.3 0.0 -2.4 0.256
H 0.0607 1.0174 1.4261 -4.8 2.4 6.0 0.207
H -0.4962 -2.1157 -0.3388 0.8 0.1 -0.1 0.212
H -1.8524 -1.9392 -1.5127 1.8 2.0 1.6 0.227
H -3.3494 -0.9665 0.2714 2.8 -2.5 0.8 0.220
H -2.9103 -2.8338 0.5654 1.7 2.1 -1.0 0.214
H -1.0958 -2.0634 2.2370 0.0 0.4 0.6 0.194
H -2.7877 -1.6308 2.6191 -2.4 -0.9 2.1 0.210
H -1.8584 -0.4293 1.9400 1.0 1.7 0.9 0.198

=====

33
Properties=species:S:1:pos:R:3:forces:R:3:lowdin_charge:R:1 method="wB97M-V/def2-TZVPD" total_charge=+1 total_energy_ha=-932.44419 de_lowest_kcal_mol=43.73 gap_ev="5.07 / 5.07" lumo_energy_ev="-3.908 / -3.908"
La -0.0380 0.9644 -0.6117 -0.9 2.3 -3.0 1.085
H 0.9142 3.0631 -0.7730 0.4 0.5 -2.6 0.021
H 0.9316 2.9340 -1.5853 0.5 1.0 2.0 0.042
P -0.3770 -0.3528 -3.5481 2.8 0.4 -0.6 0.689
C 0.9240 -1.3278 -4.5714 -0.2 0.1 0.5 -0.263
H 0.5212 -1.4125 -5.6196 0.5 0.0 1.0 0.051
H 1.9143 -0.7924 -4.5792 -1.0 -0.6 0.0 0.046
H 1.0492 -2.3508 -4.1228 0.0 1.0 -0.5 0.050
C -1.7990 -1.2225 -4.0737 -1.1 -0.4 -0.1 -0.313
H -2.6614 -0.7038 -3.7255 -0.9 0.4 0.4 0.038
H -1.8743 -1.2778 -5.1376 0.1 0.0 -0.9 0.047
H -1.8500 -2.2212 -3.6988 0.1 -0.7 0.4 0.051
C -0.4526 1.1020 -4.6584 -0.3 -0.2 0.1 -0.302
H 0.4833 1.6676 -4.6587 -0.1 -0.1 0.0 0.041
H -0.6899 0.7416 -5.6602 0.0 0.3 -0.1 0.043
H -1.2686 1.7112 -4.2730 0.0 0.3 -0.3 0.032
C 1.8971 -0.3209 -1.3970 1.8 -3.5 -0.1 -0.279
O 2.5925 -1.2393 -1.4501 -1.0 2.2 -0.1 0.057
H -1.6472 -0.0043 -1.1500 -0.8 -1.3 0.1 -0.164
H -0.9760 -0.8159 -0.8401 -0.4 -0.8 -0.4 -0.130
N 0.2039 0.5613 1.5607 1.0 -1.6 7.1 -0.064
C 0.3328 0.3443 2.7201 -0.9 0.9 -4.7 -0.062
C 0.2681 0.1687 4.0859 0.5 -0.1 0.9 -0.243
C -0.9999 0.3112 4.6633 0.6 0.0 -0.5 0.001
C -1.0609 0.2115 6.0371 -0.5 0.1 0.1 -0.050
C 0.0798 -0.0165 6.8089 0.4 0.0 -0.3 -0.019
C 1.3343 -0.1215 6.1823 0.3 0.0 -0.2 -0.044
C 1.4587 -0.0311 4.8049 -0.5 0.1 -0.5 0.002
H -1.8315 0.5241 3.9695 0.2 -0.2 0.9 0.139
H -2.0369 0.3382 6.4730 -0.1 -0.1 0.4 0.115
H 0.0094 -0.1062 7.9004 0.0 0.1 -0.6 0.127
H 2.2566 -0.2570 6.7246 -0.1 -0.1 0.5 0.114
H 2.3921 -0.0687 4.2036 -0.6 -0.1 1.0 0.142

=====

32
Properties=species:S:1:pos:R:3:forces:R:3:nbo_charge:R:1 method="wB97M-V/def2-TZVPD" total_charge=0 smiles=C[C@@H](CSCc1cccnc1)N(C)C total_energy_ha=-937.54462 de_lowest_kcal_mol=45.01 gap_ev=8.61 lumo_energy_ev=0.703
C -0.3961 -0.9671 0.4026 0.7 0.4 2.0 -0.624
C -0.4553 0.3999 1.2071 -4.1 -1.8 -0.4 -0.038
C -0.8946 1.4972 0.2341 -0.2 1.1 0.4 -0.527
S 0.5636 2.3184 -0.5831 -0.1 0.0 -0.4 0.136
C 0.8765 1.5514 -2.2672 1.0 0.2 0.4 -0.535
C 1.5138 0.1579 -2.2347 0.4 -0.1 0.6 -0.056
C 2.8054 -0.1580 -1.6135 -3.5 2.5 -0.3 -0.172
C 3.1604 -1.4399 -1.5092 3.3 -0.8 0.5 -0.254
C 2.5696 -2.3741 -2.2867 -3.2 0.7 -1.1 0.026
N 1.4215 -2.1043 -2.8996 -1.6 -0.2 -0.5 -0.411
C 0.7988 -0.9045 -2.7916 3.4 0.1 0.7 0.008
N -1.6645 0.3713 2.2202 1.0 -0.2 0.8 -0.507
C -1.5656 1.2643 3.4256 -0.3 1.0 -1.7 -0.406
C -2.7477 -0.6459 2.1749 0.1 0.8 -2.8 -0.396
H 0.5248 -0.9682 -0.1416 0.6 0.0 -0.5 0.223
H -0.3672 -1.9123 1.0149 -0.4 1.1 -0.4 0.221
H -1.1956 -0.9571 -0.3065 -0.6 -0.4 -0.3 0.202
H 0.4860 0.6895 1.6069 0.6 -0.1 1.0 0.208
H -1.6977 1.1606 -0.4419 0.6 0.0 -0.1 0.221
H -1.4405 2.2704 0.8706 1.1 -0.5 -1.0 0.246
H -0.0926 1.6214 -2.7708 0.3 -0.5 -0.2 0.229
H 1.6005 2.2158 -2.8303 -0.9 -0.3 0.9 0.244
H 3.3575 0.6048 -1.0930 0.1 0.3 0.0 0.224
H 4.1048 -1.7051 -1.0249 -0.3 0.1 0.1 0.217
H 2.8975 -3.3419 -2.4859 0.9 -1.5 0.1 0.199
H -0.1381 -0.6767 -3.2455 -0.7 -0.5 -0.4 0.195
H -0.9358 0.9580 4.3080 -0.4 0.0 -1.0 0.182
H -2.6032 1.5172 3.7880 1.0 -0.5 -0.3 0.198
H -1.1749 2.2628 2.9921 -0.3 -1.4 1.1 0.187
H -3.1286 -0.7683 1.0548 0.8 0.2 2.1 0.182
H -2.5577 -1.6553 2.5230 0.5 -0.2 0.3 0.176
H -3.6249 -0.2819 2.7032 0.1 0.3 0.2 0.202

=====

40
Properties=species:S:1:pos:R:3:forces:R:3:nbo_charge:R:1 method="wB97M-V/def2-TZVPD" spin_multiplicity=2 total_charge=+3 total_energy_ha=-2544.69177 de_lowest_kcal_mol=0.00 s_squared=0.76 gap_ev="7.87 / 4.64" lumo_energy_ev="-10.856 / -14.085"
O -0.5140 -3.1880 -5.8531 0.0 1.2 2.1 -0.305
C -0.5159 -2.6219 -4.8731 0.0 -1.3 -2.3 0.470
Yb -0.5044 -1.2717 -2.5524 -0.1 -0.1 -0.1 1.093
O 0.1201 1.9460 -4.1492 -0.8 -4.2 1.4 -0.320
C -0.0878 0.8733 -3.7845 0.9 5.0 -1.9 0.475
C -0.9707 -3.3949 -1.2578 -0.6 -3.1 2.0 0.466
O -1.1655 -4.2965 -0.5924 0.5 2.2 -1.8 -0.315
C 1.9612 -1.6568 -2.2747 3.1 -0.3 0.6 0.470
O 3.0613 -1.7299 -2.0168 -2.2 0.1 -0.6 -0.317
C -2.9919 -0.8936 -2.7355 -6.9 1.6 0.2 0.474
O -4.1262 -0.6165 -2.6811 6.0 -1.5 -0.3 -0.315
C -1.1065 -1.5725 1.8500 -0.2 -0.2 -0.3 -0.423
N 0.2071 -0.9191 1.6704 0.1 1.7 -0.4 -0.768
C 1.2671 -1.9081 1.3875 0.0 -0.1 -0.3 -0.412
P 0.1676 0.4135 0.6425 1.6 -3.2 -0.9 2.433
O -0.3830 -0.0213 -0.6978 -0.2 0.6 0.0 -1.199
N -0.8130 1.5726 1.3218 -1.4 -0.6 1.0 -0.433
C -2.1209 1.7739 0.7041 -0.3 0.7 -0.1 -0.450
C -0.8092 1.7944 2.7733 0.6 0.6 -0.1 -0.453
N 1.6868 1.0616 0.3647 -1.0 0.1 0.6 -0.662
C 1.8662 1.7543 -0.9241 -0.3 0.7 -0.4 -0.422
C 2.3115 1.8165 1.4656 0.2 0.4 0.2 -0.447
H -0.9802 -2.4135 2.5259 0.0 0.1 0.3 0.264
H -1.4563 -2.0207 0.8992 0.0 0.4 0.3 0.176
H -1.8793 -0.9065 2.2620 0.3 -0.2 -0.2 0.218
H 1.0877 -2.4064 0.4141 0.1 0.2 0.2 0.160
H 2.2634 -1.4609 1.3978 -0.2 -0.1 0.1 0.245
H 1.1952 -2.6977 2.1349 0.2 0.2 0.1 0.260
H -2.0853 1.9119 -0.3795 0.2 -0.1 0.2 0.259
H -2.7418 0.8933 0.9361 0.1 0.0 -0.1 0.267
H -2.6039 2.6274 1.1737 0.0 0.1 -0.1 0.271
H -1.4307 1.0122 3.2205 0.0 -0.1 0.1 0.279
H 0.1931 1.7702 3.2080 -0.2 -0.2 -0.2 0.266
H -1.2680 2.7549 2.9908 -0.1 0.1 -0.1 0.275
H 1.1740 2.6130 -0.9702 0.2 -0.2 -0.2 0.223
H 2.8708 2.1821 -0.9597 -0.1 -0.3 0.0 0.269
H 1.6994 1.1255 -1.8101 0.1 0.0 0.6 0.200
H 1.7480 2.7510 1.5941 0.3 -0.1 0.2 0.218
H 2.3503 1.2554 2.4025 -0.1 -0.1 -0.2 0.246
H 3.3239 2.0934 1.1726 0.0 -0.2 0.1 0.266

=====

36
Properties=species:S:1:pos:R:3:forces:R:3:nbo_charge:R:1 method="wB97M-V/def2-TZVPD" total_charge=0 smiles="CC(C)[C@H](NC(=O)[C@@H](N)Cc1c[nH]cn1)C(=O)O" total_energy_ha=-874.68481 de_lowest_kcal_mol=48.62 gap_ev=9.05 lumo_energy_ev=0.213
C 2.2138 -0.8484 1.9178 -0.6 -0.5 0.4 -0.624
C 1.2610 0.1305 2.6018 -1.3 0.6 0.6 -0.233
C 0.5847 -0.5643 3.7877 0.5 -1.1 0.3 -0.615
C 0.1828 0.7945 1.6843 0.4 -1.4 -2.0 -0.114
N -0.8288 -0.1362 1.0348 -0.4 2.5 2.8 -0.623
C -0.8363 -1.1738 0.2019 -0.9 -2.7 -0.1 0.672
O -1.6159 -2.1468 0.4374 1.8 2.3 -1.3 -0.647
C 0.1215 -1.1919 -1.0241 -0.5 0.2 -0.2 -0.131
N 0.7724 -2.4739 -1.0889 1.0 0.2 0.0 -0.821
C -0.6636 -1.0885 -2.3634 1.0 -1.6 0.3 -0.429
C -1.1669 0.2174 -2.6918 -2.4 -0.3 0.7 0.086
C -0.6621 1.2280 -3.4226 -1.4 0.0 0.7 -0.125
N -1.6300 2.2290 -3.3243 1.1 1.1 -0.4 -0.560
C -2.6175 1.7509 -2.4957 -0.2 1.9 -0.1 0.187
N -2.4476 0.5261 -2.1245 1.9 0.5 -0.6 -0.442
C 0.8564 1.6865 0.6131 -0.2 -0.8 1.5 0.789
O 1.9688 2.0969 0.7049 0.9 0.7 -0.3 -0.583
O -0.0422 1.9325 -0.2913 -1.6 2.5 -3.0 -0.688
H 2.7921 -1.5190 2.5839 -0.2 0.9 0.1 0.226
H 2.8745 -0.3671 1.2254 0.3 0.2 -0.5 0.231
H 1.5771 -1.5846 1.4244 0.0 0.1 -0.5 0.198
H 1.6881 1.0460 2.9603 1.2 0.3 0.3 0.219
H 0.2960 -1.5588 3.3368 -0.3 0.8 1.2 0.216
H -0.2464 -0.0171 4.2679 0.0 -0.3 -0.7 0.210
H 1.3001 -0.7195 4.6505 -0.5 -0.1 -1.2 0.217
H -0.4289 1.5336 2.2328 0.3 -0.6 0.1 0.232
H -1.6724 -0.0732 1.6041 0.3 -0.7 -0.3 0.403
H 0.8420 -0.3817 -1.0246 0.1 0.2 0.3 0.195
H -0.0004 -3.0484 -0.8472 -0.3 -1.6 0.3 0.375
H 1.5075 -2.5740 -0.3881 -0.4 0.0 -0.1 0.358
H -1.4367 -1.8440 -2.3588 -0.7 0.1 0.3 0.239
H -0.0159 -1.5071 -3.1216 0.7 0.3 -0.2 0.232
H 0.2545 1.2391 -3.9494 0.5 0.4 -0.6 0.225
H -1.4937 3.1896 -3.6984 -0.5 -1.3 0.6 0.419
H -3.3244 2.4979 -2.1130 -0.2 -0.8 -0.4 0.191
H 0.0366 2.7199 -0.9422 0.7 -1.9 1.7 0.516

=====

36
Properties=species:S:1:pos:R:3:forces:R:3:nbo_charge:R:1 method="wB97M-V/def2-TZVPD" total_charge=-1 total_energy_ha=-1150.39219 de_lowest_kcal_mol=0.00 gap_ev=5.36 lumo_energy_ev=2.293
C 2.5537 0.5797 -1.6994 -0.3 0.0 0.4 -0.248
O 1.6197 1.0984 -0.7534 -0.1 0.2 -1.4 -0.553
C 0.7361 2.1310 -0.9223 -0.5 0.0 0.7 0.131
N -0.5095 1.6654 -0.1871 -0.8 -0.8 -3.6 -0.898
Si -1.4118 0.1828 -1.0049 0.1 0.9 0.5 1.788
C -0.7953 -1.3669 -0.3051 0.1 -0.4 -0.1 -1.192
C -3.1979 0.4206 -0.5380 0.1 0.4 -0.3 -1.138
C -1.2556 0.2480 -2.8648 0.0 0.3 -0.2 -1.143
H 2.1965 -0.3975 -2.0167 0.1 -0.1 -0.2 0.195
H 2.7721 1.2161 -2.5570 -0.2 0.2 0.0 0.165
H 3.4489 0.4334 -1.1026 0.3 -0.1 -0.2 0.216
H 0.4965 2.3771 -1.9582 0.0 0.0 -0.1 0.154
H 1.1124 2.9939 -0.3684 -0.2 0.3 -0.1 0.188
H -1.1292 2.4427 0.0274 0.1 0.0 0.1 0.413
H -0.1391 1.3206 0.7520 0.3 1.1 1.0 0.478
H -1.6377 -2.0622 -0.2969 0.1 -0.2 -0.1 0.246
H 0.0372 -1.7887 -0.8645 0.1 -0.1 0.0 0.262
H -0.4539 -1.2541 0.7156 -0.2 -0.1 0.2 0.309
H -3.6495 1.1671 -1.1959 -0.1 0.1 0.1 0.224
H -3.7243 -0.5155 -0.7160 -0.1 -0.1 0.1 0.245
H -3.3358 0.7341 0.4947 0.0 -0.1 0.1 0.261
H -2.2525 0.2382 -3.3058 -0.1 0.0 0.0 0.241
H -0.7671 1.1384 -3.2596 0.1 0.0 0.0 0.234
H -0.7294 -0.6279 -3.2371 0.1 0.0 0.0 0.251
C 1.6401 -0.2532 1.4376 0.3 0.6 0.8 -0.538
C 1.8845 -1.6524 1.4332 -0.1 0.0 -0.1 0.455
C 0.9783 -2.5144 2.3502 0.0 -0.3 0.1 0.389
O 1.0811 -3.7507 2.3166 0.2 0.2 -0.1 -0.662
C 0.0593 -1.8200 3.1679 -0.1 0.3 0.1 -0.572
C -0.1784 -0.4169 3.1638 0.4 -0.2 -0.3 0.411
C 0.6727 0.4125 2.1548 0.9 -1.7 1.0 0.362
O 0.4517 1.6556 1.9757 -0.3 0.4 0.8 -0.776
O -1.0026 0.1864 3.8606 -0.2 0.1 0.1 -0.671
O 2.7209 -2.1473 0.6751 -0.1 -0.3 0.1 -0.635
H 2.2310 0.3702 0.7908 0.3 -0.5 0.6 0.211
H -0.5230 -2.4446 3.8378 -0.1 0.1 0.0 0.202